Record 1
{"formula": "C4H2N2S", "method": "ωB97M-V with the def2-TZVPD basis set", "lumo_ev": -0.92, "homo_ev": -8.60, "orbital_gap_ev": 7.7, "energy_ha": -661.07557, "species": ["H", "C", "H", "N", "C", "C", "S", "N", "C"], "xyz": [[-2.83, -0.46, 0.33], [2.34, 0.30, -0.01], [2.19, 1.31, -0.57], [-0.89, -0.99, 1.05], [-0.94, -1.24, -0.70], [0.19, -0.84, 0.29], [3.85, -0.28, 0.10], [1.27, -0.30, 0.41], [-1.84, -0.66, 0.06]], "nbo_charge": [0.2522, -0.1058, 0.2129, -0.2971, 0.0039, 0.4549, -0.0628, -0.4153, -0.0428]}

---

Record 2
{"formula": "C4H2NO3", "method": "ωB97M-V with the def2-TZVPD basis set", "charge": -1, "lumo_ev": 3.99, "homo_ev": -3.72, "orbital_gap_ev": 7.7, "energy_ha": -434.12106, "species": ["C", "H", "O", "C", "C", "C", "H", "N", "O", "O"], "xyz": [[-0.89, -0.30, 0.49], [-1.12, 1.85, 0.67], [1.06, -2.14, 2.15], [0.15, 1.37, -0.94], [0.53, -2.64, 1.24], [-0.58, 0.99, 0.17], [0.68, -0.57, -1.45], [-1.02, -1.43, 0.66], [0.56, 0.39, -1.84], [0.62, 2.49, -1.15]], "nbo_charge": [0.3547, 0.2284, -0.5883, 0.7351, 0.4577, -0.7036, 0.4845, -0.5347, -0.7509, -0.6830]}

---

Record 3
{"formula": "C4H2O2", "method": "ωB97M-V with the def2-TZVPD basis set", "lumo_ev": -1.11, "homo_ev": -10.42, "orbital_gap_ev": 9.3, "energy_ha": -303.99771, "smiles": "C#CC(=O)C=O", "species": ["O", "C", "H", "C", "O", "H", "C", "C"], "xyz": [[-1.18, -1.53, 0.15], [-1.46, -0.36, 0.25], [3.06, -0.56, -0.60], [-0.36, 0.71, 0.10], [-0.57, 1.90, 0.21], [-2.50, -0.03, 0.42], [2.05, -0.28, -0.39], [0.95, 0.15, -0.15]], "nbo_charge": [-0.4512, 0.3436, 0.2408, 0.4076, -0.4448, 0.1425, -0.0938, -0.1447]}

---

Record 4
{"formula": "C4H2O2Pr", "method": "ωB97M-V with the def2-TZVPD basis set", "charge": 2, "lumo_ev": [-9.87, -9.81], "homo_ev": [-16.03, -16.03], "orbital_gap_ev": [6.2, 6.2], "energy_ha": -820.19860, "s2": 3.752, "multiplicity": 4, "species": ["C", "C", "O", "H", "H", "C", "O", "Pr", "C"], "xyz": [[-1.13, -1.52, 1.58], [-0.52, -0.66, 0.98], [-0.25, 1.06, -0.82], [-1.66, -2.28, 2.12], [2.56, 0.45, 0.17], [0.27, 0.17, 0.18], [1.10, 1.45, -1.09], [-1.89, 0.75, -3.01], [1.52, 0.58, -0.10]], "nbo_charge": [-0.0095, -0.1873, -0.3843, 0.2759, 0.2746, 0.1221, -0.1660, 1.9683, 0.1062]}

---

Record 5
{"formula": "C4H2O2Pr", "method": "ωB97M-V with the def2-TZVPD basis set", "charge": 2, "lumo_ev": [-9.66, -9.57], "homo_ev": [-16.51, -17.53], "orbital_gap_ev": [6.9, 8.0], "energy_ha": -820.21796, "s2": 3.754, "multiplicity": 4, "species": ["O", "C", "H", "Pr", "O", "C", "C", "C", "H"], "xyz": [[3.15, -1.23, 0.39], [-0.41, 1.10, -0.31], [-2.32, 0.78, 0.94], [1.82, 0.97, 0.88], [-1.67, -1.70, -0.99], [-1.50, -0.64, -0.53], [-1.74, 0.75, 0.00], [3.66, -2.20, 0.07], [-0.99, 2.18, -0.46]], "nbo_charge": [-0.7219, -0.7088, 0.3207, 1.9079, -0.2676, 0.7890, -0.3618, 0.7421, 0.3004]}

---

Record 6
{"formula": "C4H2OS", "method": "ωB97M-V with the def2-TZVPD basis set", "lumo_ev": -1.79, "homo_ev": -9.68, "orbital_gap_ev": 7.9, "energy_ha": -626.87822, "species": ["C", "S", "O", "C", "C", "H", "C", "H"], "xyz": [[1.03, 0.15, 0.08], [2.56, 0.97, 0.09], [-1.17, -1.70, 0.14], [-1.27, -0.54, -0.10], [2.13, -0.68, -0.16], [-2.28, -0.26, -0.50], [-0.27, 0.50, 0.16], [-0.72, 1.56, 0.28]], "nbo_charge": [-0.2231, 0.3509, -0.5030, 0.3859, -0.0357, 0.1133, -0.3303, 0.2420]}